Molecular formula: C38H32F10N4O3SbTi
Method: DFT, the ωB97M-V functional and the def2-TZVPD basis

Geometry as XYZ:
```
89
Properties=species:S:1:pos:R:3:forces:R:3:mulliken_charge:R:1
Ti -0.205994 -2.012547 -0.098722 -0.24 0.05 0.66 0.047
C -0.380335 -0.678971 -2.911182 0.00 0.04 0.01 -1.118
N -0.652286 -1.991718 -2.318168 0.08 -0.05 0.12 1.183
C 0.139517 -3.052979 -2.992164 -0.01 0.03 -0.06 -1.348
C 0.795377 -4.034060 -2.016254 -0.06 -0.10 0.01 -0.706
N 1.278656 -3.251699 -0.901929 -0.06 0.39 0.02 0.236
C 2.370660 -3.587292 -0.182743 0.19 -0.07 -0.01 0.043
C 2.955714 -2.581228 0.612023 0.11 -0.03 -0.02 0.148
F 2.412624 -1.344908 0.548703 -0.02 -0.04 0.02 -0.037
C 4.063083 -2.771849 1.402697 0.03 0.01 0.00 -0.248
F 4.573509 -1.754711 2.107566 -0.01 0.00 0.00 -0.292
C 4.675504 -4.014518 1.447799 -0.01 -0.03 0.00 0.586
F 5.757488 -4.219460 2.217717 -0.01 0.00 -0.01 -0.333
C 4.140942 -5.036248 0.687852 0.03 0.02 0.02 0.047
F 4.699906 -6.253979 0.731563 0.00 0.02 0.00 -0.327
C 3.023777 -4.827971 -0.101440 -0.08 -0.02 -0.02 0.459
F 2.538486 -5.893821 -0.776613 0.00 0.01 0.01 -0.360
C -2.102646 -2.249447 -2.326808 -0.04 -0.07 -0.06 -1.203
C -2.487644 -3.438639 -1.458188 0.00 -0.14 -0.08 -1.125
N -1.657309 -3.470508 -0.269706 -0.02 0.11 0.08 1.057
C -1.974106 -4.300888 0.752579 -0.05 -0.22 -0.10 -0.388
C -3.086156 -5.163358 0.868106 0.04 0.05 -0.01 0.147
F -4.006687 -5.259438 -0.121672 0.00 0.00 0.01 -0.354
C -3.318501 -5.955458 1.977690 0.00 -0.02 0.02 0.173
F -4.410407 -6.735414 2.008440 0.01 0.01 0.00 -0.321
C -2.451130 -5.961692 3.049049 -0.04 -0.02 0.01 0.706
F -2.684996 -6.726708 4.129735 0.01 0.00 -0.02 -0.335
C -1.326964 -5.159672 2.972686 0.05 0.02 0.02 -0.062
F -0.445855 -5.156068 3.979648 0.00 0.01 -0.01 -0.314
C -1.106676 -4.381969 1.861616 -0.01 -0.08 0.06 0.262
F 0.032847 -3.648826 1.838917 -0.03 0.04 -0.09 -0.068
H -0.657869 -0.649525 -3.973189 -0.01 0.00 0.00 0.347
H 0.681068 -0.450355 -2.819765 0.01 0.00 -0.01 0.445
H -0.943000 0.082358 -2.371443 0.00 0.00 0.00 -0.090
H 0.931917 -2.551290 -3.549205 0.02 -0.01 0.02 0.493
H -0.491396 -3.581132 -3.716225 0.01 0.00 -0.01 0.275
H 1.601010 -4.552753 -2.543486 -0.01 0.02 -0.05 0.689
H 0.071858 -4.794920 -1.700780 0.01 0.00 0.01 0.186
H -2.448375 -2.421223 -3.356601 -0.02 0.07 0.00 0.475
H -2.576887 -1.352225 -1.935550 -0.02 -0.01 0.01 0.266
H -2.377789 -4.369118 -2.036660 0.00 0.00 0.01 0.471
H -3.552733 -3.337380 -1.238400 0.00 0.02 0.00 0.570
O -1.702449 -0.506275 0.084648 0.07 0.01 -0.09 -0.376
N -1.459617 -1.032353 1.300941 0.07 0.28 -0.17 0.835
O -2.346886 -1.229560 2.137156 -0.02 -0.03 0.06 -0.789
O -0.149438 -0.874090 1.632483 -0.02 -0.20 -0.22 -0.512
C 2.436603 1.450820 2.614598 -0.02 -0.02 0.00 -1.507
C 2.532968 2.899355 2.207975 0.01 0.02 0.05 0.825
C 3.475112 3.721256 2.828206 -0.03 -0.03 0.00 -0.774
C 3.605802 5.057308 2.485429 0.00 0.02 -0.01 -0.568
C 2.786953 5.600627 1.506301 0.01 0.00 0.03 -0.920
C 1.846914 4.793478 0.883491 0.00 -0.03 -0.04 -0.012
C 1.706771 3.448432 1.218924 -0.03 0.03 0.00 -0.041
Sb 0.262370 2.186439 0.219752 0.08 -0.06 -0.25 1.196
C -1.465534 3.137656 1.081272 0.02 -0.04 0.11 -0.036
C -1.318637 3.818662 2.289272 0.00 -0.03 0.00 -0.694
C -2.416602 4.326286 2.969432 -0.01 -0.01 -0.01 -0.873
C -3.685527 4.151438 2.440644 0.01 0.00 0.00 -0.613
C -3.840415 3.474295 1.241178 0.00 0.03 -0.02 -0.701
C -2.747769 2.956927 0.550084 -0.01 0.04 -0.04 1.480
C -2.991465 2.232803 -0.746749 0.02 -0.07 -0.02 -1.768
C 0.508577 3.177643 -1.713576 -0.01 0.03 0.03 0.745
C 1.502952 2.522310 -2.447790 0.00 -0.02 0.00 -1.126
C 1.876919 2.926180 -3.719246 0.00 0.00 -0.01 -0.738
C 1.232416 4.007892 -4.300123 0.00 -0.01 0.01 -0.603
C 0.243599 4.667762 -3.591185 0.01 0.00 0.00 -0.559
C -0.128382 4.278440 -2.302378 -0.03 0.02 0.01 1.124
C -1.212257 5.075622 -1.622211 0.02 0.04 0.00 -1.885
H 3.010335 1.265293 3.522579 -0.01 0.00 0.01 0.413
H 2.828192 0.793973 1.836255 0.00 0.00 -0.02 0.298
H 1.406930 1.133173 2.791820 0.00 -0.01 0.01 0.241
H 4.112941 3.298873 3.596709 0.00 0.00 0.00 0.366
H 4.344587 5.673223 2.983935 0.00 0.00 0.00 0.352
H 2.878340 6.643859 1.229406 0.00 0.00 0.00 0.449
H 1.213028 5.222506 0.116284 -0.02 0.00 -0.04 0.240
H -0.329889 3.963644 2.708134 0.01 0.00 0.00 0.449
H -2.277000 4.850239 3.906889 -0.01 0.01 0.00 0.424
H -4.553691 4.539441 2.959240 0.00 0.00 0.00 0.348
H -4.833435 3.338402 0.826259 0.00 0.00 0.00 0.401
H -3.813996 2.694751 -1.296865 -0.01 -0.02 0.02 0.497
H -3.231123 1.185907 -0.555115 0.00 -0.02 0.02 0.358
H -2.112286 2.241930 -1.395033 0.00 0.04 0.00 0.070
H 2.005932 1.663714 -2.009868 0.00 0.01 0.01 0.439
H 2.660542 2.399119 -4.249640 -0.01 0.00 0.00 0.423
H 1.500256 4.338554 -5.296127 0.00 0.00 0.00 0.370
H -0.256110 5.520318 -4.039627 0.00 0.00 0.00 0.410
H -2.204118 4.746307 -1.943450 0.02 -0.01 0.01 0.370
H -1.120908 6.133432 -1.875979 -0.01 -0.01 -0.02 0.547
H -1.179703 4.977592 -0.541826 0.03 0.01 0.05 0.145
```
Positions in Å, forces in eV/Å.

Results
- <S²>: 2.009
- E_tot: -108853.38451 eV
- Total charge: -1
- HOMO level (spin up / spin down): -3.7 / -4.9 eV
- Spin multiplicity: 3
- Orbital gap (spin up / spin down): 5.98 / 7.19 eV
- Strongest force on any atom: 0.71 eV/A